## a
{"formula": "CH2N2O2", "method": "wB97M-V/def2-TZVPD", "symbols": ["H", "N", "N", "C", "O", "O", "H"], "positions_angstrom": [[-0.75, 1.97, -1.32], [-0.91, 1.19, -0.72], [0.18, 0.69, -0.53], [0.27, -0.70, 0.03], [0.48, -1.39, -0.87], [0.33, -1.20, 1.39], [0.41, -0.56, 2.01]]}

---

## b
{"formula": "CH2N2O2", "method": "wB97M-V/def2-TZVPD", "symbols": ["N", "C", "O", "H", "N", "O", "H"], "positions_angstrom": [[0.34, -0.94, 1.32], [-0.44, -1.28, 0.53], [-1.28, -1.22, -0.26], [1.11, -1.39, 1.82], [0.04, 2.07, -1.23], [0.57, 1.44, -0.35], [-0.33, 1.32, -1.84]]}

---

Bottom line: a, by a margin of 15.6 kcal/mol.

---

## a
{"formula": "C2H4O2P", "method": "wB97M-V/def2-TZVPD", "total_charge": -1, "symbols": ["C", "C", "O", "O", "P", "H", "H", "H", "H"], "positions_angstrom": [[0.28, -0.65, 0.43], [1.36, -1.27, 0.08], [-2.95, 2.00, -0.64], [-0.58, 1.58, -0.04], [-1.55, 2.37, -0.93], [-0.70, -0.98, 0.09], [0.41, 0.10, 1.15], [2.40, -1.16, 0.50], [1.32, -2.00, -0.63]]}

---

## b
{"formula": "C2H4O2P", "method": "wB97M-V/def2-TZVPD", "total_charge": -1, "symbols": ["C", "C", "O", "O", "P", "H", "H", "H", "H"], "positions_angstrom": [[-0.30, -0.43, -0.67], [0.33, -0.26, 0.81], [1.52, -2.85, 0.52], [-0.29, -1.84, -0.99], [0.19, -2.22, 0.68], [-1.30, -0.06, -0.78], [0.31, 0.20, -1.30], [1.24, 0.26, 0.91], [-0.30, 0.21, 1.56]]}

---

Bottom line: a, by a margin of 16.4 kcal/mol.

---

## a
{"formula": "C6H11N3OSi", "method": "wB97M-V/def2-TZVPD", "symbols": ["N", "Si", "N", "N", "H", "H", "H", "H", "H", "O", "C", "C", "C", "C", "C", "C", "H", "H", "H", "H", "H", "H"], "positions_angstrom": [[1.17, 0.66, 2.21], [-0.30, 0.48, 2.87], [-1.21, -0.75, 3.53], [-1.28, 1.85, 2.74], [2.11, 0.31, 2.46], [-0.72, -1.75, 3.71], [-2.22, -0.66, 3.54], [-1.07, 2.68, 2.24], [-2.22, 1.88, 2.83], [0.40, 1.64, -0.48], [0.46, 0.58, -1.35], [1.06, -0.64, -1.03], [0.97, -1.75, -1.84], [0.34, -1.61, -3.09], [-0.17, -0.34, -3.47], [-0.06, 0.69, -2.60], [0.83, 1.27, 0.34], [1.39, -0.63, -0.02], [1.38, -2.66, -1.68], [0.22, -2.45, -3.69], [-0.74, -0.44, -4.43], [-0.35, 1.64, -2.78]]}

---

## b
{"formula": "C6H11N3OSi", "method": "wB97M-V/def2-TZVPD", "symbols": ["C", "Si", "C", "C", "N", "C", "N", "C", "C", "N", "O", "H", "H", "H", "H", "H", "H", "H", "H", "H", "H", "H"], "positions_angstrom": [[-1.33, -0.90, -1.92], [-0.07, 0.26, -1.01], [1.49, 0.92, -2.00], [-1.12, 1.67, -0.19], [0.28, -0.63, 0.49], [0.80, -1.75, 0.60], [0.95, -2.32, 1.89], [0.56, -1.55, 2.85], [0.14, -0.26, 2.68], [-0.01, 0.86, 2.98], [-0.04, 2.06, 2.89], [-1.78, -0.25, -2.67], [-0.98, -1.71, -2.46], [-2.08, -1.05, -1.20], [1.88, 1.87, -1.65], [2.30, 0.24, -1.88], [1.32, 1.02, -3.08], [-1.96, 1.22, 0.30], [-0.61, 2.08, 0.68], [-1.40, 2.51, -0.80], [0.95, -2.31, -0.33], [0.70, -1.99, 3.86]]}

---

Bottom line: a, by a margin of 89.8 kcal/mol.